1.
Here is a structure of composition C10H29CeNP in a non-equilibrium geometry from the OMol25 dataset. Energies are from wB97M-V/def2-TZVPD.

Geometry as XYZ:
```
42
C10H29CeNP (wB97M-V/def2-TZVPD)
Ce 2.6729 -0.1034 1.2366
P 0.2006 0.1294 -0.7315
N 0.9541 -0.3087 3.4035
C 0.9815 2.3871 0.6693
C 2.9364 -0.0643 -1.1298
C -0.7411 -0.2308 -2.2868
C -2.1297 0.4066 -2.4159
C -1.5366 2.1411 0.4285
C -0.4806 -0.9683 0.6051
C -0.1699 1.8822 -0.2143
C -0.7806 -1.7296 -2.6452
C -2.0058 -1.1143 0.5932
C 0.1893 -2.3455 0.5740
H 1.9811 2.2578 0.2142
H -2.3081 -1.6784 1.4878
H 0.3208 0.4688 3.5893
H -2.5338 -0.1548 0.6284
H -2.5088 0.1989 -3.4283
H -0.1374 2.4134 -1.1807
H 0.4350 -1.1777 3.5732
H -2.1047 1.4963 -2.2975
H 0.8506 3.4649 0.8431
H 2.8272 -1.1307 -1.3957
H 0.2090 -2.1988 -2.5832
H -1.6653 1.6083 1.3805
H -2.8557 -0.0213 -1.7109
H 4.0284 0.1785 -1.0750
H -0.0599 -2.8709 -0.3595
H 1.6661 -0.2573 4.1337
H -1.6260 3.2158 0.6472
H 3.3824 -0.2753 2.9178
H -1.4904 -2.2935 -2.0255
H -0.0928 0.2615 -3.0358
H 2.4976 0.5570 -1.9200
H -2.3786 1.8925 -0.2330
H 3.0577 1.2864 2.3982
H -2.3547 -1.6786 -0.2810
H 1.3055 -2.3392 0.6661
H -0.1984 -2.9503 1.4104
H -1.1218 -1.8213 -3.6850
H -0.1923 -0.4566 1.5554
H 0.9771 1.9230 1.6787
```

The calculation puts the HOMO energy (spin up / spin down) at -10.947 / -10.947 eV. For the orbital gap (spin up / spin down), the calculation gives 7.527 / 7.531 eV. The maximum force comes out at 0.0558 hartree/bohr. As for the LUMO energy (spin up / spin down): -3.4 / -3.4 eV. As for the total charge: +1.

2.
Here is a structure of composition C10H29N2O5Pd in a non-equilibrium geometry from the OMol25 dataset. Energies are from wB97M-V/def2-TZVPD.

Geometry as XYZ:
```
47
C10H29N2O5Pd (wB97M-V/def2-TZVPD)
Pd 0.9370 0.0658 -0.9255
O 3.0541 0.2901 -1.5745
O -1.0323 -0.5859 -0.7326
O -1.0722 0.2079 2.5605
O 0.6100 -0.8068 -2.9707
O 1.2271 -2.1693 -0.4514
N 1.1684 0.7159 1.1456
N 0.0698 1.9088 -1.7906
C -1.2481 1.2464 3.5486
C -1.8648 0.4361 -1.1658
C 0.0381 -0.6267 2.6081
C 2.1325 0.6792 3.4191
C 1.1016 -2.1764 -3.0311
C -1.2232 1.8474 -1.1096
C 1.4549 -0.1520 2.2335
C -2.1715 2.8883 -1.7643
C 1.0992 -2.9811 -1.6566
C -1.8638 -1.7741 -0.3710
H -2.3106 -1.6335 0.6132
H -2.1262 2.8138 -2.8508
H -3.1769 2.8561 -1.3446
H 2.2692 0.0915 4.3268
H 0.3564 1.2903 1.3211
H -0.0289 2.0463 -2.7863
H 2.0664 -2.2940 -3.5244
H -2.1473 0.3444 -2.2146
H 1.3012 -2.7807 0.2850
H 2.1810 -0.9533 2.0968
H 0.1017 -3.4206 -1.6504
H 1.8634 -3.7566 -1.6043
H 0.6003 -0.6031 -3.9088
H -0.2321 -1.5092 2.0282
H -1.1100 2.1781 -0.0772
H -0.7739 2.1273 3.1161
H 1.4678 1.5341 3.5431
H -1.2298 -2.6560 -0.2793
H 0.2463 2.8789 -1.5719
H 3.1822 -0.6407 -1.8423
H 1.9828 1.3132 1.1432
H -2.3173 1.4532 3.5960
H 3.0664 0.9036 2.9037
H 0.1099 -1.2856 3.4734
H -1.8232 3.9180 -1.6828
H -2.8510 0.4268 -0.7018
H 0.4211 -2.6146 -3.7611
H -2.6090 -1.9601 -1.1444
H -0.8964 0.9186 4.5269
```

The spin multiplicity is 4. The calculation puts the HOMO energy (spin up / spin down) at -2.223 / -7.906 eV. For the orbital gap (spin up / spin down), the calculation gives 2.378 / 7.945 eV. The maximum force comes out at 0.0764 hartree/bohr. As for the LUMO energy (spin up / spin down): 0.2 / 0.0 eV.

3.
Here is a structure of composition C10H29N2O5Pd in a non-equilibrium geometry from the OMol25 dataset. Energies are from wB97M-V/def2-TZVPD.

Geometry as XYZ:
```
47
C10H29N2O5Pd (wB97M-V/def2-TZVPD)
Pd 0.7635 -1.1237 0.5484
O -3.4455 0.6552 1.5483
O 0.1160 -2.0015 2.3542
O 1.2008 0.8060 1.7983
O 1.5440 -0.0480 -1.0644
O 2.9457 -1.1698 1.0513
N -1.1749 -0.0381 0.1799
N 0.3117 -2.6254 -0.9947
C -1.4303 1.3858 0.2456
C -1.2367 1.9200 -1.1262
C 0.7052 -2.0080 -2.3373
C -2.9837 1.5547 0.5430
C 2.5013 0.7993 2.4842
C -4.8486 0.8821 1.6926
C 2.2877 1.1352 -1.0750
C -0.6549 -1.6047 -2.9466
C 3.2908 -0.5450 2.3067
C 1.7475 -0.9729 -2.1606
H -1.6396 -0.0704 1.0760
H 1.1707 -2.7689 -2.9636
H -1.9186 -0.2919 -0.4546
H -1.5732 2.9560 -1.1648
H 2.6341 1.0480 3.5371
H -3.5996 1.4400 -0.3489
H 2.9588 1.5868 1.8853
H -1.8585 1.6436 -1.9777
H -0.7366 1.8369 0.9551
H 0.3600 -1.5228 3.1702
H -1.4154 -2.3354 -2.6713
H -0.5696 -3.0966 -1.1414
H 0.9259 -3.4260 -0.9498
H 1.7453 1.9386 -0.5765
H 3.7554 -1.1873 0.5359
H 0.5794 1.3553 2.2817
H -5.2107 0.1033 2.3637
H -0.1811 1.7908 -1.3650
H 2.5250 1.5057 -2.0722
H 2.7281 -1.4025 -1.9556
H 3.2973 0.9966 -0.6883
H 3.1872 -1.2481 3.1332
H 4.3674 -0.4396 2.4399
H -0.5182 -1.5146 -4.0243
H -3.0985 2.5679 0.9283
H 1.9170 -0.4611 -3.1079
H -5.3958 0.7085 0.7660
H -5.1886 1.8936 1.9147
H -0.8874 -0.6075 -2.5729
```

The spin multiplicity is 3. The calculation puts the HOMO energy (spin up / spin down) at -10.738 / -10.894 eV. For the orbital gap (spin up / spin down), the calculation gives 8.351 / 8.090 eV. The maximum force comes out at 0.0581 hartree/bohr. As for the LUMO energy (spin up / spin down): -2.4 / -2.8 eV. As for the total charge: +1.

4.
Here is a cluster of 10 separate species, C10H30N10O20 in total in a non-equilibrium geometry from the OMol25 dataset. Energies are from wB97M-V/def2-TZVPD.

Geometry as XYZ:
```
70
C10H30N10O20 (wB97M-V/def2-TZVPD)
O 2.2338 1.6797 -1.6150
O 0.5529 -1.0534 -2.8287
O 0.9819 -4.5810 -3.0244
O 2.6032 1.8184 -3.7739
O 1.9488 1.6089 3.1772
O -4.9965 1.2272 1.5383
O 2.4030 -2.0953 -2.2728
O -2.7363 2.5958 -3.5245
O -1.2374 2.5332 -1.9490
O -2.9422 -0.0140 4.8921
O -6.6308 -2.0498 2.5771
O 5.6865 0.8779 0.6691
O 3.1174 3.1162 2.0304
O 5.4816 -0.8070 2.0573
O 0.8873 -6.1412 -1.5275
O 0.1634 -1.9101 1.1665
O -4.0562 0.6364 -0.3192
O -1.8947 -1.6070 0.6208
O -5.4388 -3.6800 1.6488
O -2.1464 0.7405 2.9953
N 0.6138 -5.0150 -1.9425
N 2.0665 2.6584 2.5394
N -1.5887 2.4271 -3.1292
N -0.7189 -1.2499 0.7241
N -5.5587 -2.6623 2.3222
N -2.0064 0.2852 4.1456
N -4.2650 1.4358 0.5820
N 1.6413 -1.5652 -3.1049
N 5.0501 -0.0278 1.2069
N 3.0075 1.7424 -2.5720
C -3.4410 2.6823 0.6143
C 4.5072 1.7614 -2.3217
C -0.7353 1.6717 -4.1536
C -4.3280 -2.0904 2.9650
C 3.6443 -0.2380 0.8330
C -0.6316 -0.1537 4.5572
C -0.0508 -4.1079 -1.0089
C -0.4407 0.1259 0.2012
C 2.0787 -1.5047 -4.5179
C 0.8641 3.4638 2.3074
H 4.6956 2.5583 -1.6023
H -0.6873 2.2903 -5.0498
H 0.9516 4.3942 2.8684
H 3.1589 0.7379 0.8447
H -1.0078 -3.8171 -1.4421
H 0.5739 0.1709 -0.1946
H 0.7985 3.5726 1.2248
H 4.7868 0.7716 -1.9606
H 0.2911 1.4902 -3.8349
H 0.0719 2.8747 2.7696
H -1.1022 0.3512 -0.6353
H -0.0574 -0.5289 3.7100
H -0.1978 0.7932 4.8786
H -3.6101 3.1814 1.5684
H -0.6122 0.8626 0.9859
H -1.1717 0.6966 -4.3701
H 3.2731 -0.9666 1.5537
H 1.5558 -0.6517 -4.9505
H -4.3270 -2.2786 4.0386
H -0.7564 -0.9391 5.3025
H 1.8300 -2.4747 -4.9483
H 3.1500 -1.3403 -4.6335
H -4.4755 -1.0217 2.8096
H -3.4299 -2.4931 2.4967
H -0.2262 -4.4229 0.0197
H -2.4090 2.4214 0.3795
H 0.5871 -3.2248 -0.9742
H 3.7075 -0.6927 -0.1556
H -3.9608 3.2457 -0.1606
H 4.9105 1.9051 -3.3241
```

The spin multiplicity is 2. The calculation puts the HOMO energy (spin up / spin down) at -1.702 / -5.455 eV. For the orbital gap (spin up / spin down), the calculation gives 2.892 / 6.645 eV. The maximum force comes out at 0.0716 hartree/bohr. As for the LUMO energy (spin up / spin down): 1.2 / 1.2 eV. As for the total charge: -1.

5.
Here is a structure of composition C10H30N6O4Rb in a non-equilibrium geometry from the OMol25 dataset. Energies are from wB97M-V/def2-TZVPD.

Geometry as XYZ:
```
51
C10H30N6O4Rb (wB97M-V/def2-TZVPD)
Rb 1.2251 -0.8285 -1.0124
O 0.7759 -3.6997 -3.4748
O 1.2327 3.1691 2.7530
O -0.3226 -2.4066 0.8786
O -2.6281 2.3375 -0.7713
N -1.5086 -0.8724 -2.0961
N 0.2569 -4.5420 1.3218
N 2.6885 -2.4849 -3.2407
N 1.2315 -2.0901 -5.0094
N -0.3428 -3.0882 3.0427
N 2.8529 0.3965 1.0447
C -3.5654 0.4376 -2.7591
C -2.1730 0.4406 -2.1067
C 2.2786 2.5188 2.0834
C 1.3971 0.3350 3.0695
C -0.1676 -3.3035 1.7046
C 1.3293 4.5774 2.7249
C -3.2305 2.8000 0.4328
C -2.2410 0.9907 -0.7059
C 1.8416 1.1058 1.8244
C 1.5167 -2.8389 -3.8973
H -3.8777 1.4455 -3.0157
H 0.2554 -4.6866 0.3261
H 2.8960 -2.8661 -2.3393
H 0.8850 1.2130 1.2763
H 2.7565 -0.6102 1.0768
H -1.2531 0.9319 -0.2127
H 0.4103 -2.3803 -5.5079
H 1.6151 4.9586 1.7411
H 0.1172 -5.3562 1.8953
H 2.1990 0.2695 3.8174
H -0.9333 -2.3124 3.2824
H -1.5566 1.1130 -2.7152
H -4.1034 2.1932 0.6753
H -1.9446 -1.5256 -1.4514
H -3.5046 3.8370 0.2656
H 3.7756 0.6405 1.3831
H 3.1835 2.5069 2.7180
H 0.5568 0.8162 3.5671
H 1.8595 -1.4201 -5.4133
H 0.3561 4.9772 3.0048
H -1.6055 -1.2643 -3.0262
H 2.4978 3.0189 1.1344
H 3.2701 -1.8087 -3.7032
H -2.9152 0.3537 -0.1136
H -2.5022 2.7667 1.2515
H -0.2235 -3.8350 3.7036
H 1.1504 -0.6919 2.7943
H -4.2910 0.0284 -2.0463
H 2.0569 4.9404 3.4620
H -3.5778 -0.2074 -3.6373
```

The calculation puts the HOMO energy at -12.196 eV. For the orbital gap, the calculation gives 9.488 eV. The maximum force comes out at 0.0317 hartree/bohr. As for the LUMO energy: -2.7 eV. As for the total charge: +1.